Computed, not measured: a 11-piece molecular cluster, C58H81BBrF3N11O13PS5 overall at a distorted geometry, with ωB97M-V/def2-TZVPD.

ORCA input file:
```
! wB97M-V def2-TZVPD RIJCOSX def2/J DEFGRID3
* xyz 0 1
C 0.345 -2.219 1.071
C -0.168 -0.791 1.342
C 0.935 0.242 1.077
Br 2.056 0.225 2.691
C 0.513 1.617 0.553
S 1.978 2.671 0.041
C 3.555 1.911 0.435
C 4.029 0.689 -0.316
O 5.040 0.131 0.078
O 3.309 0.289 -1.376
C 3.742 -0.975 -1.896
C 2.796 -1.396 -3.033
C 1.737 -2.407 -2.576
O 3.499 -1.801 -4.210
C 4.182 -2.988 -4.128
O 3.740 -3.985 -4.660
C 5.521 -3.026 -3.432
S 6.660 -1.801 -4.157
C -0.194 1.459 -0.838
S -0.016 -0.228 -1.627
B 0.315 2.470 -2.035
O 1.150 1.958 -3.011
O -0.099 3.777 -2.194
O -1.589 1.408 -0.476
C -1.932 2.093 0.714
P -3.172 3.440 0.031
O -2.296 4.446 -0.898
O -3.987 2.527 -1.055
S -3.093 0.960 1.637
O -2.548 0.200 2.727
O -3.695 0.133 0.641
C -4.528 1.917 2.410
F -5.528 2.071 1.558
F -4.127 3.065 2.962
F -4.939 1.111 3.402
C -0.550 2.489 1.350
C -0.321 4.011 1.224
C -1.281 4.941 1.968
N -0.526 6.114 2.468
C -0.550 2.192 2.874
S 0.652 2.984 3.933
O 0.064 4.116 4.579
O 1.921 3.206 3.303
H 1.422 -2.229 0.939
H -0.157 -2.683 0.232
H 0.161 -2.852 1.930
H -1.043 -0.641 0.733
H -0.419 -0.782 2.389
H 1.592 -0.198 0.342
H 4.289 2.666 0.163
H 3.737 1.737 1.481
H 3.775 -1.753 -1.143
H 4.720 -0.828 -2.335
H 2.271 -0.489 -3.301
H 0.774 -2.091 -2.956
H 1.910 -3.413 -2.934
H 1.667 -2.371 -1.498
H 5.424 -2.864 -2.366
H 5.931 -4.012 -3.574
H 5.796 -1.093 -4.899
H -1.029 -0.216 -2.507
H 2.014 2.353 -2.875
H 0.496 4.392 -1.766
H -2.804 4.801 -1.629
H -3.996 2.966 -1.911
H -0.316 4.248 0.167
H 0.667 4.299 1.551
H -2.012 5.337 1.276
H -1.858 4.485 2.764
H -0.912 6.939 2.032
H -0.784 6.226 3.440
H -0.463 1.132 3.061
H -1.517 2.450 3.283
H 0.826 2.043 4.896
N -2.168 -2.948 -3.543
C -3.510 -2.679 -3.581
C -4.013 -3.232 -4.727
C -2.930 -3.863 -5.404
C -1.806 -3.671 -4.646
H -1.545 -2.658 -2.812
H -3.987 -2.120 -2.794
H -5.041 -3.188 -5.046
H -2.972 -4.395 -6.341
H -0.787 -3.984 -4.797
N -4.036 9.036 5.182
C -2.757 9.083 5.662
C -2.326 7.795 5.837
C -3.388 6.936 5.441
C -4.427 7.733 5.041
H -4.601 9.835 4.967
H -2.268 10.026 5.837
H -1.358 7.498 6.206
H -3.387 5.859 5.450
H -5.407 7.485 4.670
N -2.943 -5.419 1.331
C -2.968 -6.649 0.730
C -3.044 -6.452 -0.621
C -3.061 -5.047 -0.847
C -2.996 -4.440 0.378
H -2.895 -5.257 2.316
H -2.930 -7.553 1.314
H -3.082 -7.226 -1.368
H -3.115 -4.546 -1.798
H -2.983 -3.398 0.658
N -5.064 -6.024 -7.720
C -5.777 -5.909 -8.882
C -5.378 -6.914 -9.720
C -4.387 -7.669 -9.034
C -4.217 -7.096 -7.803
H -5.148 -5.416 -6.927
H -6.503 -5.124 -9.011
H -5.754 -7.091 -10.713
H -3.862 -8.533 -9.404
H -3.570 -7.356 -6.983
N -2.623 -4.617 4.849
C -2.418 -5.939 5.144
C -1.695 -6.000 6.303
C -1.459 -4.662 6.727
C -2.045 -3.833 5.810
H -3.124 -4.268 4.054
H -2.802 -6.718 4.506
H -1.372 -6.900 6.797
H -0.920 -4.348 7.606
H -2.102 -2.760 5.758
N -3.315 -0.872 -6.866
C -3.147 0.477 -6.992
C -3.749 0.871 -8.159
C -4.304 -0.290 -8.757
C -4.020 -1.348 -7.933
H -2.974 -1.434 -6.104
H -2.614 1.041 -6.245
H -3.786 1.878 -8.540
H -4.849 -0.344 -9.685
H -4.259 -2.395 -8.017
N 7.347 -1.211 -7.686
C 8.424 -1.604 -8.431
C 8.136 -1.359 -9.747
C 6.834 -0.792 -9.797
C 6.375 -0.712 -8.510
H 7.280 -1.279 -6.687
H 9.298 -2.022 -7.963
H 8.786 -1.563 -10.581
H 6.297 -0.480 -10.677
H 5.445 -0.346 -8.112
N -0.025 11.657 6.769
C 0.211 12.329 7.937
C 0.241 13.667 7.651
C 0.009 13.808 6.256
C -0.153 12.551 5.740
H -0.093 10.660 6.680
H 0.338 11.799 8.865
H 0.409 14.458 8.362
H -0.033 14.727 5.697
H -0.346 12.216 4.736
N 1.683 -6.459 6.334
C 2.933 -6.401 6.888
C 3.358 -7.683 7.110
C 2.325 -8.552 6.667
C 1.308 -7.767 6.193
H 1.124 -5.666 6.072
H 3.410 -5.455 7.078
H 4.303 -7.967 7.540
H 2.329 -9.628 6.693
H 0.355 -8.026 5.770
N 5.250 1.599 4.536
C 4.871 0.287 4.609
C 5.959 -0.450 4.988
C 7.042 0.456 5.153
C 6.572 1.711 4.868
H 4.649 2.360 4.278
H 3.859 0.003 4.383
H 5.980 -1.517 5.132
H 8.049 0.214 5.446
H 7.062 2.669 4.874
*
```

Its electronic energy is -9069.7230 hartree. As for the orbital gap: 7.7 eV. As for the HOMO energy: -8.17 eV.

Atom charges from the Löwdin analysis, given in e for atoms 1 to 4:
1 C -0.090
2 C -0.323
3 C -0.599
4 Br 0.978

***

Computed, not measured: a 9-piece molecular cluster, C59H134N6O10P2 overall at a distorted geometry, with ωB97M-V/def2-TZVPD.

ORCA input file:
```
! wB97M-V def2-TZVPD RIJCOSX def2/J DEFGRID3
* xyz 7 2
C -2.524 2.680 -0.198
C -1.432 2.539 0.602
C -0.276 1.537 0.307
O 0.733 1.260 1.137
C -0.364 0.745 -0.803
C -1.507 0.836 -1.766
C -2.646 1.843 -1.355
O -3.638 1.891 -2.036
O -1.448 0.433 -2.934
O -1.454 3.303 1.661
H -3.278 3.424 0.014
H 0.358 -0.029 -1.014
C 3.303 -3.029 -2.274
C 4.777 -2.905 -1.998
C 5.060 -2.265 -0.622
C 4.497 -0.900 -0.253
P 5.129 0.104 1.210
C 4.843 -0.823 2.690
C 5.133 -0.105 4.035
C 4.370 -0.783 5.218
C 4.804 -2.210 5.517
C 4.213 1.705 1.506
C 3.973 2.648 0.278
C 3.088 3.885 0.654
C 3.892 4.918 1.429
C 6.934 0.165 1.125
C 7.524 1.296 1.997
C 9.008 1.618 1.640
C 9.091 2.122 0.251
H 3.158 -3.691 -3.128
H 2.871 -2.042 -2.439
H 2.780 -3.609 -1.513
H 5.232 -2.356 -2.823
H 5.289 -3.861 -2.106
H 6.145 -2.332 -0.535
H 4.769 -2.936 0.187
H 3.433 -0.953 -0.023
H 4.692 -0.251 -1.107
H 5.416 -1.748 2.628
H 3.786 -1.084 2.648
H 4.896 0.948 4.190
H 6.173 -0.170 4.354
H 3.281 -0.777 5.156
H 4.615 -0.102 6.033
H 4.299 -2.917 4.860
H 4.653 -2.428 6.574
H 5.888 -2.296 5.445
H 4.721 2.232 2.313
H 3.265 1.388 1.941
H 3.221 2.098 -0.289
H 4.859 2.848 -0.325
H 2.221 3.454 1.156
H 2.740 4.359 -0.264
H 3.285 5.748 1.790
H 4.787 5.211 0.880
H 4.227 4.488 2.373
H 7.135 0.299 0.062
H 7.364 -0.792 1.419
H 7.472 1.003 3.046
H 6.994 2.241 1.885
H 9.503 0.711 1.988
H 9.324 2.402 2.328
H 8.938 1.469 -0.608
H 10.141 2.362 0.082
H 8.622 3.098 0.122
C -0.063 -8.005 -2.796
C -0.326 -6.498 -2.522
C -0.061 -6.048 -1.096
C -1.225 -6.422 -0.119
P -0.917 -5.735 1.480
C 0.826 -6.104 2.062
C 1.833 -5.078 1.574
C 3.274 -5.689 1.440
C 4.119 -5.650 2.731
C -1.234 -3.910 1.523
C -2.418 -3.316 0.757
C -2.471 -1.753 0.616
C -2.625 -0.952 1.922
C -2.077 -6.532 2.613
C -3.420 -7.071 2.059
C -4.356 -7.758 3.077
C -3.609 -8.932 3.762
H 0.214 -8.271 -3.816
H -0.815 -8.689 -2.403
H 0.813 -8.355 -2.251
H -1.340 -6.291 -2.863
H 0.243 -5.861 -3.200
H -0.007 -4.960 -1.088
H 0.930 -6.377 -0.782
H -1.232 -7.511 -0.073
H -2.153 -6.181 -0.637
H 1.085 -7.102 1.708
H 0.768 -6.188 3.147
H 1.843 -4.192 2.208
H 1.735 -4.652 0.576
H 3.808 -5.096 0.697
H 3.120 -6.704 1.075
H 3.949 -6.485 3.410
H 4.034 -4.696 3.251
H 5.184 -5.716 2.509
H -0.294 -3.402 1.308
H -1.394 -3.737 2.587
H -3.368 -3.653 1.172
H -2.398 -3.629 -0.287
H -3.277 -1.467 -0.059
H -1.632 -1.425 0.002
H -3.644 -1.068 2.293
H -2.499 0.104 1.682
H -1.952 -1.230 2.733
H -2.227 -5.856 3.455
H -1.414 -7.314 2.981
H -3.256 -7.929 1.407
H -3.924 -6.212 1.614
H -5.245 -8.130 2.569
H -4.743 -7.028 3.789
H -3.510 -9.742 3.039
H -4.284 -9.407 4.474
H -2.608 -8.861 4.186
C -4.404 7.288 1.196
C -3.368 7.689 0.193
C -2.146 6.734 0.106
O -1.207 7.100 -0.852
C 0.109 6.481 -0.551
N -3.937 7.838 -1.277
H -4.340 8.724 -1.543
H -3.129 7.779 -1.881
H -4.594 7.099 -1.483
H -5.274 7.919 1.374
H -4.135 7.093 2.235
H -4.962 6.416 0.855
H -3.061 8.719 0.369
H -2.462 5.703 -0.052
H -1.692 6.815 1.094
H 0.761 6.446 -1.424
H 0.040 5.427 -0.281
H 0.616 7.083 0.203
C -6.718 0.238 0.018
C -6.667 1.764 0.225
C -5.945 2.274 1.528
O -6.334 3.641 1.768
C -5.569 4.285 2.781
N -6.165 2.436 -1.059
H -5.258 2.138 -1.390
H -6.879 2.318 -1.763
H -6.200 3.432 -0.894
H -7.686 -0.146 -0.305
H -6.533 -0.275 0.962
H -5.874 -0.100 -0.583
H -7.683 2.137 0.352
H -4.889 2.026 1.421
H -6.234 1.762 2.446
H -6.008 5.268 2.951
H -4.551 4.523 2.472
H -5.518 3.740 3.723
C -2.872 -2.130 -5.660
C -3.741 -1.783 -4.488
C -3.247 -2.581 -3.267
O -4.188 -2.236 -2.159
C -5.156 -3.229 -1.966
N -3.699 -0.241 -4.220
H -4.506 0.062 -3.694
H -2.912 -0.053 -3.614
H -3.594 0.370 -5.017
H -3.001 -1.565 -6.584
H -2.900 -3.185 -5.934
H -1.843 -2.082 -5.305
H -4.758 -2.153 -4.621
H -2.265 -2.170 -3.030
H -3.150 -3.635 -3.527
H -5.733 -2.828 -1.132
H -4.844 -4.237 -1.693
H -5.776 -3.280 -2.861
C 0.776 0.537 4.599
C 1.343 1.932 4.383
O 2.570 2.080 4.430
N 0.380 3.033 4.021
H -0.252 2.816 3.264
H -0.296 3.125 4.766
C 1.029 4.395 3.976
H 0.005 0.320 3.860
H 0.303 0.407 5.572
H 1.568 -0.168 4.346
H 1.543 4.505 4.931
H 0.255 5.157 3.894
H 1.728 4.439 3.141
C -0.896 8.023 -5.113
C -1.854 7.057 -4.523
O -2.887 7.434 -4.029
N -1.458 5.524 -4.609
H -1.523 5.175 -5.555
H -0.496 5.358 -4.350
C -2.307 4.719 -3.617
H -1.401 8.982 -5.225
H -0.626 7.617 -6.088
H 0.022 8.166 -4.544
H -3.348 4.733 -3.942
H -2.286 5.182 -2.630
H -1.902 3.708 -3.623
C 1.594 1.107 -6.830
C 1.064 0.353 -5.576
O 0.990 -0.875 -5.488
N 0.672 1.233 -4.395
H 0.268 2.087 -4.752
H -0.072 0.773 -3.888
C 1.854 1.282 -3.409
H 1.994 0.463 -7.613
H 2.483 1.661 -6.528
H 0.823 1.745 -7.262
H 1.990 0.274 -3.016
H 1.479 2.069 -2.756
H 2.833 1.568 -3.796
*
```

Its electronic energy is -4088.9521 hartree. As for the orbital gap (spin up / spin down): 4.9 / 3.2 eV. As for the HOMO energy (spin up / spin down): -21.34 / -21.34 eV.

Atom charges from the Löwdin analysis, given in e for atoms 1 to 4:
1 C 0.026
2 C -0.313
3 C -0.228
4 O 0.069

***

> Which formula does entry 1 have?

C58H81BBrF3N11O13PS5

***

> Which of these has the lowest electronic energy?

C58H81BBrF3N11O13PS5